1.
This record from OMol25 describes a molecular structure, C15H20ClN6O6V in a non-equilibrium geometry. The level of theory is ωB97M-V with the def2-TZVPD basis set.

Calculated values
Highest occupied orbital energy (alpha / beta) (eV): -3.0 / -6.2
Orbital gap (alpha / beta) (eV): 5.91 / 9.05
Electronic energy (a.u.): -2767.93892
<S²>: 3.78
Maximum force (hartree/bohr): 0.059

Geometry as ORCA input:
```
! wB97M-V def2-TZVPD RIJCOSX def2/J DEFGRID3
* xyz -1 4
V 0.4314 -0.3087 0.0819
O -2.0133 -3.3683 -0.3116
C -1.2542 -2.4203 -0.4908
O -0.8359 -1.5695 0.3752
C -0.6498 -2.0868 -1.8250
C -0.8285 -2.6717 -3.0754
C -0.1835 -2.1096 -4.1716
C 0.6358 -0.9988 -3.9897
C 0.8173 -0.5171 -2.6993
N 0.1813 -1.0483 -1.6489
C 1.7055 0.5824 -2.1884
O 2.2946 1.3773 -2.9174
O 1.7285 0.5533 -0.9092
H -1.4650 -3.5375 -3.1776
H -0.3235 -2.5346 -5.1564
H 1.1416 -0.5302 -4.8162
Cl 0.7818 1.2578 4.1797
N 2.4531 -1.3172 4.3060
C 2.4304 -0.5826 3.0502
C 0.9890 -0.1150 2.7824
O 0.0789 -1.0708 3.1207
O 0.7661 0.4718 1.6758
H 3.3872 -1.6696 4.4874
H 0.4932 -1.6499 3.7818
H 2.2109 -0.6682 5.0535
H 2.6983 -1.2663 2.2300
H 3.0928 0.2932 3.0136
C 0.6207 3.1459 0.0750
N -0.4915 2.3033 -0.3696
C -0.8983 2.7523 -1.6964
N -1.3128 4.1564 -1.6948
C -0.1855 4.9519 -1.2188
N 0.2411 4.5571 0.1161
C -0.8887 4.6899 1.0265
N -2.0349 3.8884 0.6044
C -1.6082 2.4865 0.5517
C -2.4068 4.3031 -0.7415
H 1.4564 3.0176 -0.6140
H 0.9335 2.8238 1.0708
H -1.7344 2.1407 -2.0513
H -0.0560 2.6394 -2.3815
H -0.4830 6.0061 -1.2002
H 0.6511 4.8287 -1.9130
H -1.1850 5.7445 1.0719
H -0.5720 4.3578 2.0186
H -2.4526 1.8668 0.2291
H -1.2981 2.1711 1.5514
H -2.7164 5.3540 -0.7194
H -3.2444 3.6889 -1.0817
*
```


2.
This record from OMol25 describes a molecular structure, C15H20F5O2ReTe in a non-equilibrium geometry. The level of theory is ωB97M-V with the def2-TZVPD basis set.

Calculated values
Highest occupied orbital energy (alpha / beta) (eV): -2.6 / -3.7
Orbital gap (alpha / beta) (eV): 5.20 / 6.33
Electronic energy (a.u.): -1579.59133
<S²>: 3.77
Maximum force (hartree/bohr): 0.046

Geometry as ORCA input:
```
! wB97M-V def2-TZVPD RIJCOSX def2/J DEFGRID3
* xyz -1 4
Re 0.1189 -0.0409 0.1659
C 0.7091 -1.5640 1.6181
C -0.7381 -1.5787 1.6423
C -1.1995 -2.0198 0.3593
H -1.3585 -1.3499 2.5119
C -0.0514 -2.3208 -0.4583
C 1.1302 -2.0468 0.3146
H 2.1685 -2.2689 0.0173
H 1.3617 -1.3584 2.4758
H -2.2502 -2.1697 0.0815
H -0.0678 -2.7557 -1.4704
C 1.4275 1.7248 0.7696
C 2.2418 0.5860 0.4326
C 2.0887 0.3479 -0.9840
H 2.9483 0.0848 1.1112
C 1.2048 1.3483 -1.5067
C 0.7717 2.1817 -0.4199
H 0.1402 3.0754 -0.4935
H 1.4059 2.2059 1.7448
H 2.6395 -0.3935 -1.5835
H 0.9594 1.4881 -2.5724
O -1.1012 -0.0464 -1.5283
C -0.7741 0.2845 -4.4203
C -2.0089 0.4773 -3.6593
C -0.2913 -1.0785 -4.6839
C -0.1426 1.4383 -5.0948
C -1.8091 0.9817 -2.2066
H -2.5898 -0.4560 -3.6031
H -2.6260 1.2498 -4.1353
H -1.2310 1.9333 -2.1924
H -2.7808 1.1497 -1.6937
H -0.7911 -1.5181 -5.5685
H -0.4978 -1.7467 -3.8327
H 0.7903 -1.1040 -4.8902
H -0.5823 1.6149 -6.0958
H 0.9370 1.2818 -5.2592
H -0.2698 2.3756 -4.5284
F -0.9701 2.4514 4.6328
Te -1.3012 1.6919 2.9292
F -2.1331 0.1963 3.7997
F -2.9854 2.5495 2.7834
F -0.5103 3.2656 2.1464
F 0.4266 0.7654 3.1736
O -1.3517 0.8521 1.0705
*
```


3.
This record from OMol25 describes a molecular structure, C15H20FInN4OP in a non-equilibrium geometry. The level of theory is ωB97M-V with the def2-TZVPD basis set.

Calculated values
Highest occupied orbital energy (eV): -3.4
Orbital gap (eV): 5.41
Electronic energy (a.u.): -1509.23445
Maximum force (hartree/bohr): 0.021

Geometry as ORCA input:
```
! wB97M-V def2-TZVPD RIJCOSX def2/J DEFGRID3
* xyz -1 1
N 0.2540 7.2552 -0.5609
P -0.6192 5.9981 -1.4468
O 0.0238 4.5641 -0.7674
In -3.0126 6.3072 -0.5945
F -3.2575 8.3830 -0.5170
H 0.7675 7.8277 -1.2068
H -0.4063 7.8466 -0.0808
H 0.5140 4.7883 0.0091
H -3.1514 5.6127 1.0487
H -4.2146 5.7141 -1.7677
N -2.9126 0.9543 -1.3031
C -1.9187 1.7155 -0.8327
C -1.3429 1.5450 0.4169
C -1.8257 0.5330 1.2289
C -2.8576 -0.2673 0.7619
C -3.3601 -0.0163 -0.5040
H -1.5740 2.4987 -1.4972
H -0.5378 2.1885 0.7405
H -1.4035 0.3693 2.2129
H -3.2646 -1.0671 1.3673
H -4.1668 -0.6167 -0.9114
N 2.0251 0.7932 0.0989
C 3.2268 0.5771 0.6364
C 3.9342 -0.6070 0.4981
C 3.3616 -1.6295 -0.2403
C 2.1163 -1.4261 -0.8099
C 1.4937 -0.2035 -0.6127
H 3.6327 1.4043 1.2081
H 4.9057 -0.7252 0.9588
H 3.8762 -2.5726 -0.3705
H 1.6369 -2.2007 -1.3928
H 0.5172 -0.0007 -1.0379
N 1.8472 -4.8959 0.1787
C 0.6138 -4.5073 0.5137
C -0.4238 -5.3855 0.7834
C -0.1739 -6.7450 0.7004
C 1.0985 -7.1701 0.3545
C 2.0660 -6.2104 0.1069
H 0.4626 -3.4347 0.5633
H -1.4024 -5.0121 1.0512
H -0.9586 -7.4629 0.9024
H 1.3352 -8.2224 0.2781
H 3.0758 -6.4969 -0.1647
*
```


4.
This record from OMol25 describes a single C15H20N2O3 molecule in a non-equilibrium geometry. The level of theory is ωB97M-V with the def2-TZVPD basis set.

Calculated values
Structure (SMILES): C[C@@H](C(=O)N1CCCCCC1)c1ccc([N+](=O)[O-])cc1
Highest occupied orbital energy (eV): -9.4
Orbital gap (eV): 9.12
Electronic energy (a.u.): -918.74721
Maximum force (hartree/bohr): 0.028

Geometry as ORCA input:
```
! wB97M-V def2-TZVPD RIJCOSX def2/J DEFGRID3
* xyz 0 1
C -0.4422 2.4883 -1.4119
C -0.4484 1.0605 -0.8479
C 0.4541 1.0605 0.3996
O 0.0220 1.4414 1.4717
N 1.7436 0.6874 0.2419
C 2.3310 0.1785 -0.9774
C 2.0596 -1.3206 -1.1602
C 2.8872 -2.1947 -0.2214
C 2.7466 -1.8188 1.2544
C 3.4651 -0.5139 1.6062
C 2.6022 0.7355 1.4142
C -1.8349 0.6190 -0.4705
C -2.6131 1.3625 0.4144
C -3.8824 0.9424 0.7556
C -4.3875 -0.2284 0.2022
N -5.7155 -0.6612 0.5392
O -6.3724 0.0455 1.2756
O -6.1064 -1.7089 0.0651
C -3.6233 -0.9873 -0.6766
C -2.3529 -0.5601 -1.0024
H -1.1351 2.5631 -2.2474
H -0.7375 3.2013 -0.6476
H 0.5542 2.7546 -1.7589
H -0.0722 0.3756 -1.6074
H 1.9562 0.7374 -1.8381
H 3.4075 0.3533 -0.9275
H 2.2815 -1.5975 -2.1930
H 1.0001 -1.5131 -0.9784
H 2.5731 -3.2321 -0.3551
H 3.9413 -2.1342 -0.5037
H 1.6909 -1.7407 1.5206
H 3.1782 -2.6259 1.8495
H 3.7657 -0.5337 2.6551
H 4.3807 -0.4416 1.0151
H 3.2477 1.6207 1.3517
H 1.9355 0.8632 2.2698
H -2.2119 2.2586 0.8563
H -4.4938 1.5061 1.4433
H -4.0370 -1.8946 -1.0894
H -1.7576 -1.1479 -1.6867
*
```


5.
This record from OMol25 describes a single C15H20N2O6S molecule. The level of theory is ωB97M-V with the def2-TZVPD basis set.

Calculated values
Structure (SMILES): CCOC(=O)C(=CNNc1c(C)csc1C(=O)OC)C(=O)OCC
Highest occupied orbital energy (eV): -8.4
Orbital gap (eV): 8.81
Electronic energy (a.u.): -1542.72980
Maximum force (hartree/bohr): 0.018

Geometry as ORCA input:
```
! wB97M-V def2-TZVPD RIJCOSX def2/J DEFGRID3
* xyz 0 1
C -3.5758 -2.9263 0.5451
C -3.6752 -1.9220 -0.5952
O -2.8924 -0.7617 -0.3297
C -1.6262 -0.7645 -0.7400
O -1.1368 -1.7028 -1.3567
C -0.8748 0.4431 -0.4160
C 0.4424 0.5468 -0.7870
N 1.1250 -0.3524 -1.4867
N 2.5006 -0.2871 -1.6552
C 3.3297 0.0550 -0.5990
C 4.4773 0.8804 -0.7968
C 4.8652 1.4555 -2.1210
C 5.1628 1.0778 0.3623
S 4.4576 0.3033 1.7148
C 3.1997 -0.3563 0.7148
C 2.2743 -1.2550 1.3867
O 2.2020 -1.3655 2.5882
O 1.5373 -1.9858 0.5297
C 0.6219 -2.8962 1.1177
C -1.4074 1.6000 0.3237
O -0.7881 2.6365 0.4433
O -2.6102 1.3984 0.8657
C -3.1839 2.4918 1.5784
C -3.8642 3.4753 0.6363
H -2.5598 -3.3052 0.6249
H -3.8471 -2.4500 1.4838
H -4.2489 -3.7585 0.3593
H -4.6990 -1.5569 -0.7024
H -3.3393 -2.3755 -1.5341
H 0.9685 1.4508 -0.4956
H 0.6544 -1.2474 -1.6519
H 2.7658 0.1663 -2.5247
H 5.0846 0.6636 -2.8372
H 5.7525 2.0721 -2.0104
H 4.0655 2.0783 -2.5237
H 6.0528 1.6614 0.4919
H 0.0070 -3.2637 0.2998
H 1.1588 -3.7167 1.5985
H 0.0106 -2.3875 1.8663
H -3.9057 2.0359 2.2592
H -2.3981 2.9985 2.1489
H -3.1246 3.9305 -0.0177
H -4.6047 2.9603 0.0291
H -4.3539 4.2554 1.2124
*
```


6.
This record from OMol25 describes 2 unconnected molecules or ions with the total composition C15H20N4O4 in a non-equilibrium geometry. The level of theory is ωB97M-V with the def2-TZVPD basis set.

Calculated values
Structure (SMILES): COc1ccc(C=C2C(=O)N(C)C(=O)N(C)C2=O)cc1.CNN
Highest occupied orbital energy (eV): -7.5
Orbital gap (eV): 6.70
Electronic energy (a.u.): -1103.53805
Maximum force (hartree/bohr): 0.039

Geometry as ORCA input:
```
! wB97M-V def2-TZVPD RIJCOSX def2/J DEFGRID3
* xyz 0 1
C -5.7775 1.6818 0.4899
O -5.2672 0.5582 1.2696
C -4.0093 0.0901 1.0402
C -3.5745 -1.0124 1.8355
C -2.3093 -1.5250 1.6494
C -1.3974 -0.9046 0.7563
C -0.0015 -1.2855 0.7155
C 1.0522 -0.4134 0.7628
C 2.4047 -1.0082 0.7324
O 2.6271 -2.2043 0.5750
N 3.4945 -0.1389 0.9352
C 4.8158 -0.7021 0.8184
C 3.4084 1.2483 1.0426
O 4.3909 1.9920 1.0783
N 2.1197 1.7689 1.1326
C 2.0926 3.1877 1.3942
C 0.9500 0.9875 1.2562
O -0.0551 1.4945 1.7611
C -1.8694 0.1356 -0.0691
C -3.1518 0.6375 0.0483
H -6.7995 1.7828 0.8539
H -5.2119 2.6046 0.6825
H -5.7765 1.4839 -0.5923
H -4.2660 -1.4382 2.5680
H -1.9540 -2.3778 2.2340
H 0.2405 -2.3489 0.7622
H 5.5200 0.1198 0.9055
H 4.9604 -1.4311 1.6182
H 4.9019 -1.1958 -0.1524
H 1.0591 3.5096 1.4645
H 2.6321 3.4020 2.3219
H 2.6123 3.6924 0.5777
H -1.1969 0.5734 -0.8062
H -3.5016 1.4581 -0.5914
C 1.1138 -2.3329 -4.1346
N 1.2343 -1.3064 -3.0962
N -0.0278 -0.7793 -2.7736
H 2.0986 -2.8065 -4.2474
H 0.3887 -3.0836 -3.7814
H 0.7885 -1.9579 -5.1284
H 1.8587 -0.5446 -3.3512
H -0.6631 -1.5290 -2.5157
H 0.0455 -0.0821 -2.0420
*
```


What did the second record say?
This record from OMol25 describes a molecular structure, C15H20F5O2ReTe in a non-equilibrium geometry. The level of theory is ωB97M-V with the def2-TZVPD basis set.

Calculated values
Highest occupied orbital energy (alpha / beta) (eV): -2.6 / -3.7
Orbital gap (alpha / beta) (eV): 5.20 / 6.33
Electronic energy (a.u.): -1579.59133
<S²>: 3.77
Maximum force (hartree/bohr): 0.046

Geometry as ORCA input:
```
! wB97M-V def2-TZVPD RIJCOSX def2/J DEFGRID3
* xyz -1 4
Re 0.1189 -0.0409 0.1659
C 0.7091 -1.5640 1.6181
C -0.7381 -1.5787 1.6423
C -1.1995 -2.0198 0.3593
H -1.3585 -1.3499 2.5119
C -0.0514 -2.3208 -0.4583
C 1.1302 -2.0468 0.3146
H 2.1685 -2.2689 0.0173
H 1.3617 -1.3584 2.4758
H -2.2502 -2.1697 0.0815
H -0.0678 -2.7557 -1.4704
C 1.4275 1.7248 0.7696
C 2.2418 0.5860 0.4326
C 2.0887 0.3479 -0.9840
H 2.9483 0.0848 1.1112
C 1.2048 1.3483 -1.5067
C 0.7717 2.1817 -0.4199
H 0.1402 3.0754 -0.4935
H 1.4059 2.2059 1.7448
H 2.6395 -0.3935 -1.5835
H 0.9594 1.4881 -2.5724
O -1.1012 -0.0464 -1.5283
C -0.7741 0.2845 -4.4203
C -2.0089 0.4773 -3.6593
C -0.2913 -1.0785 -4.6839
C -0.1426 1.4383 -5.0948
C -1.8091 0.9817 -2.2066
H -2.5898 -0.4560 -3.6031
H -2.6260 1.2498 -4.1353
H -1.2310 1.9333 -2.1924
H -2.7808 1.1497 -1.6937
H -0.7911 -1.5181 -5.5685
H -0.4978 -1.7467 -3.8327
H 0.7903 -1.1040 -4.8902
H -0.5823 1.6149 -6.0958
H 0.9370 1.2818 -5.2592
H -0.2698 2.3756 -4.5284
F -0.9701 2.4514 4.6328
Te -1.3012 1.6919 2.9292
F -2.1331 0.1963 3.7997
F -2.9854 2.5495 2.7834
F -0.5103 3.2656 2.1464
F 0.4266 0.7654 3.1736
O -1.3517 0.8521 1.0705
*
```


What is the formula in the first record?
C15H20ClN6O6V